Here is a cluster of 6 separate species, C5H24N2O5 in total in a non-equilibrium geometry from OMol25. Energies are from the ωB97M-V functional and the def2-TZVPD basis.

XYZ file:
```
36
Properties=species:S:1:pos:R:3:forces:R:3
O 3.12664 -0.71431 0.31427 -2.0 -0.1 -1.4
O -2.43744 -2.85484 -3.04936 -0.3 -1.8 0.4
O 1.44234 1.12087 -3.64873 3.2 -1.3 -0.7
O -1.44268 0.55594 -2.72717 -6.9 2.3 -0.8
O 3.24740 2.53059 -1.49771 0.3 0.3 0.4
N 0.04062 -2.22075 -0.59156 -3.9 -2.6 2.2
N -0.99433 0.02226 1.93066 0.8 -1.0 2.1
C -1.41963 -0.84406 3.08755 -0.3 -1.7 -1.7
C 0.27036 -0.54108 1.43463 0.5 -0.1 1.2
C -1.12797 1.41008 2.28430 -0.3 2.2 -1.9
C 0.14652 -2.00270 0.84425 4.1 1.8 -0.3
C -0.98263 2.33471 1.01840 -1.2 1.6 -1.2
H 3.51707 0.13587 0.35165 0.7 1.3 0.1
H -0.57996 -1.45975 3.61469 -1.3 0.5 -1.6
H 1.18818 -2.29584 1.07550 -0.4 -0.5 0.2
H -0.49655 -2.70293 1.29059 -1.0 -0.5 1.0
H -1.25755 3.42155 1.29538 0.1 -1.6 -0.2
H 0.36533 -1.60442 -1.25406 0.9 2.1 -1.3
H -2.24851 -3.15884 -2.14307 0.0 0.5 -0.7
H 0.00306 2.48945 0.61477 1.0 -0.4 0.4
H 0.72292 0.04068 0.60849 -0.3 0.0 0.7
H 3.68601 1.82381 -2.01842 -1.4 0.4 0.3
H 1.46565 2.05296 -3.61356 0.4 2.2 0.0
H 0.56021 0.97992 -3.47417 -3.1 -0.8 0.5
H 2.26197 2.46352 -1.41130 1.2 -0.7 -0.7
H -2.18852 1.53873 2.59353 0.7 -0.1 0.1
H 3.62912 -1.32595 0.79218 1.3 -1.1 1.1
H -2.31029 -1.92250 -3.09041 0.3 1.4 0.2
H -0.47659 1.93968 3.06056 -0.3 -1.3 -0.4
H -0.99146 -2.37912 -0.65459 1.4 0.5 -1.1
H 1.07110 -0.59710 2.36800 -1.6 0.2 -2.2
H -1.41859 1.28072 -3.37246 0.6 -0.1 0.0
H -1.50923 2.11341 -0.00562 0.2 -0.2 2.3
H -2.30279 -1.36753 2.58556 1.4 -0.7 1.2
H -0.68610 0.16000 -2.55488 5.9 -2.5 1.0
H -1.87368 -0.42304 3.94213 -0.5 1.7 0.7
```
Positions in Å, forces in eV/Å.

Output
Frontier orbital gap (alpha / beta) (eV): 2.71 / 8.79
Total energy (eV): -18788.082
LUMO energy (alpha / beta) (eV): 2.99 / 2.88
Total charge: -1
Strongest force on any atom (Eh/bohr): 0.14292
Energy relative to the best compared isomer or geometry (same formula, charge and spin) (kJ/mol): 37.7
2S+1: 2
HOMO energy (alpha / beta) (eV): 0.280 / -5.904
⟨S²⟩: 0.75

Charges per atom according to Löwdin partitioning, unit e: atom 1 (O): -0.04, atom 2 (O): -0.09, atom 3 (O): -0.11, atom 4 (O): -0.12, atom 5 (O): -0.17, atom 6 (N): 0.02, atom 7 (N): -0.24, atom 8 (C): -0.12, atom 9 (C): -0.21, atom 10 (C): -0.29, atom 11 (C): -0.29, atom 12 (C): -0.16, atom 13 (H): 0.01, atom 14 (H): 0.11, atom 15 (H): 0.08, atom 16 (H): 0.08, atom 17 (H): 0.07, atom 18 (H): 0.00, atom 19 (H): 0.02, atom 20 (H): 0.01, atom 21 (H): 0.08, atom 22 (H): 0.02, atom 23 (H): -0.05, atom 24 (H): -0.10, atom 25 (H): -0.01, atom 26 (H): 0.11, atom 27 (H): 0.00, atom 28 (H): -0.02, atom 29 (H): 0.12, atom 30 (H): 0.06, atom 31 (H): 0.14, atom 32 (H): -0.01, atom 33 (H): 0.08, atom 34 (H): 0.10, atom 35 (H): -0.12, atom 36 (H): 0.03

=====

Here is a cluster of 7 separate species, C5H24N2O6 in total in a non-equilibrium geometry from OMol25. Energies are from the ωB97M-V functional and the def2-TZVPD basis.

XYZ file:
```
37
Properties=species:S:1:pos:R:3:forces:R:3
O -2.64778 -1.13584 -1.44872 -0.2 0.1 0.5
O 1.78447 -1.30192 1.79432 -0.4 0.1 -0.4
O -1.08529 -2.93573 2.58511 0.0 0.4 -0.1
O 2.63443 2.65450 -1.67003 0.1 0.9 0.2
O 2.61823 1.31940 1.55794 0.5 0.8 -0.2
O -1.63537 0.72000 3.65274 0.3 0.0 0.6
N -1.11639 1.41475 0.31336 1.8 -0.1 1.2
N 0.11690 -2.54745 -1.70971 -0.4 -0.6 0.2
C -0.15218 0.48885 -1.64018 1.5 -1.4 -2.8
C -0.65551 2.34385 1.37631 0.7 1.9 -0.6
C 0.78917 -0.32139 -2.60290 -0.2 1.6 2.8
C 0.01112 0.76752 -0.36210 -2.1 0.5 -0.7
C 0.22443 -1.66790 -2.89348 -0.5 -1.7 1.1
H 1.67875 -0.31754 -1.92319 0.4 -0.6 -1.6
H 0.79138 -2.21555 -3.64662 0.2 0.3 -0.2
H -1.18187 2.43477 2.31414 -0.9 0.0 -0.5
H -0.85888 -2.66938 -1.47809 0.0 0.0 0.0
H -2.32360 -0.61298 -0.70054 0.4 0.1 -0.2
H 2.61447 1.70682 -1.54613 -0.1 -0.2 -0.4
H -2.07635 1.47691 3.26058 -0.2 -0.2 0.0
H 0.79300 0.23967 -3.54141 0.9 0.1 0.2
H -1.53964 2.00012 -0.39276 -0.3 -0.2 0.0
H 0.56104 -2.29759 -0.83269 0.4 0.5 -0.5
H -1.39751 -2.05359 2.82172 0.0 -0.2 0.1
H 0.96352 -1.65372 2.15866 0.1 -0.3 0.2
H -0.58207 3.36148 0.92618 -0.1 -0.5 0.5
H 2.74878 0.67659 2.25055 -0.2 -0.2 0.1
H -0.88960 0.73614 -2.38104 -1.6 0.9 1.1
H -0.81676 -1.63982 -3.24280 0.3 0.6 -0.3
H 0.33540 2.20440 1.81353 0.1 -0.6 -0.7
H 2.38942 2.91168 -2.56848 0.0 -0.7 0.3
H 1.69635 1.24150 1.30314 0.3 -0.1 0.3
H 2.46566 -1.41557 2.45493 0.1 -0.4 0.3
H -1.51740 -3.11630 1.74185 0.1 -0.1 0.0
H 0.90815 0.50016 0.17446 -0.3 -0.4 0.1
H -3.57114 -1.25343 -1.21324 -0.3 -0.2 -0.2
H -2.07735 -0.04342 3.29459 -0.4 -0.2 -0.2
```
Positions in Å, forces in eV/Å.

Output
Frontier orbital gap (eV): 8.61
Total energy (eV): -20836.849
LUMO energy (eV): -0.06
Total charge: 0
Strongest force on any atom (Eh/bohr): 0.06782
Energy relative to the best compared isomer or geometry (same formula, charge and spin) (kJ/mol): 362.6
HOMO energy (eV): -8.665

Charges per atom according to Löwdin partitioning, unit e: atom 1 (O): -0.05, atom 2 (O): -0.04, atom 3 (O): -0.04, atom 4 (O): -0.05, atom 5 (O): -0.05, atom 6 (O): -0.05, atom 7 (N): -0.06, atom 8 (N): 0.00, atom 9 (C): -0.13, atom 10 (C): -0.11, atom 11 (C): -0.19, atom 12 (C): -0.15, atom 13 (C): -0.29, atom 14 (H): 0.12, atom 15 (H): 0.10, atom 16 (H): 0.03, atom 17 (H): 0.03, atom 18 (H): 0.02, atom 19 (H): 0.00, atom 20 (H): 0.01, atom 21 (H): 0.11, atom 22 (H): 0.10, atom 23 (H): 0.05, atom 24 (H): 0.02, atom 25 (H): 0.02, atom 26 (H): 0.10, atom 27 (H): 0.02, atom 28 (H): 0.10, atom 29 (H): 0.10, atom 30 (H): 0.07, atom 31 (H): 0.04, atom 32 (H): -0.04, atom 33 (H): 0.05, atom 34 (H): 0.05, atom 35 (H): 0.08, atom 36 (H): 0.04, atom 37 (H): 0.02

=====

Here is a cluster of 8 separate species, C5H24N2O8 in total in a non-equilibrium geometry from OMol25. Energies are from the ωB97M-V functional and the def2-TZVPD basis.

XYZ file:
```
39
Properties=species:S:1:pos:R:3:forces:R:3
O -2.51739 -1.26315 0.71456 -0.5 -4.3 1.8
O 1.57857 3.19702 0.88439 0.3 -1.1 2.3
O -0.40407 -2.20924 3.07535 1.3 -1.1 0.4
O -1.39563 1.76655 0.87448 -0.9 4.0 -1.0
O 1.81143 -1.29773 1.02771 0.0 -0.8 -1.1
O -1.13910 -3.24867 -0.63776 1.4 -5.3 2.8
O -2.07781 0.20141 2.94427 0.4 -0.2 -0.7
O 0.99532 0.45345 2.92792 -1.1 4.4 -1.7
N -2.25100 -0.38762 -2.21233 -1.3 1.0 -0.8
N -0.08886 0.04683 -2.43317 2.4 1.2 -0.8
C 2.45769 0.33587 -2.22216 -1.8 1.5 0.5
C -1.24691 0.43832 -2.72794 -0.1 -2.8 2.4
C 1.09965 0.83644 -2.83232 0.2 1.5 -0.9
C 2.41008 0.10216 -0.65060 0.2 0.5 -1.5
C 1.98039 -1.25471 -0.19733 0.0 0.3 3.2
H -2.88806 -0.62837 -2.95780 -0.5 -0.3 0.6
H -1.43489 2.28709 -0.02081 0.3 -1.6 2.3
H -1.65962 1.30069 -3.18994 0.3 1.0 -1.0
H -1.14918 -1.63479 3.00623 -0.3 0.9 0.0
H 1.87207 0.74862 0.09297 0.0 0.1 -1.6
H 2.68383 -0.65138 -2.65049 0.5 0.6 -0.2
H 3.43436 0.25189 -0.31419 0.3 -0.4 0.1
H -1.91613 -3.35058 -0.11690 -0.8 1.1 -0.1
H -1.22109 0.24841 2.44347 -0.8 0.4 0.6
H -1.00102 -2.60895 -1.23041 -0.2 4.0 -3.0
H 0.40052 -1.79478 2.71403 -0.9 -0.2 -0.2
H 2.36289 3.62298 1.31852 -1.1 -0.6 -0.6
H 1.64926 0.02531 2.45027 1.8 -1.9 -1.3
H -2.09277 -1.05443 -1.46116 0.3 0.1 -0.8
H -2.52306 -0.40826 0.45291 0.1 4.4 -1.5
H 1.26754 2.51375 1.58487 0.7 1.6 -1.6
H -1.62467 2.54632 1.52226 0.7 -2.4 -1.6
H -2.52894 -1.23629 1.69217 0.2 -0.5 -1.0
H 1.83708 -2.21473 -0.70689 0.1 0.4 -0.8
H 3.09428 1.24462 -2.53213 -0.1 -2.0 0.6
H 1.23172 0.91155 -4.01334 -0.4 -0.4 2.3
H 0.69365 0.01043 3.65001 -0.9 -2.2 3.1
H 1.03761 1.93809 -2.49247 -0.3 -1.5 -0.4
H -2.73776 0.21589 2.22372 0.4 0.8 0.9
```
Positions in Å, forces in eV/Å.

Output
Frontier orbital gap (eV): 9.61
Total energy (eV): -24931.551
LUMO energy (eV): 0.24
Total charge: 0
Strongest force on any atom (Eh/bohr): 0.11936
Energy relative to the best compared isomer or geometry (same formula, charge and spin) (kJ/mol): 435.6
HOMO energy (eV): -9.366

Charges per atom according to Löwdin partitioning, unit e: atom 1 (O): -0.02, atom 2 (O): -0.12, atom 3 (O): -0.04, atom 4 (O): -0.13, atom 5 (O): -0.02, atom 6 (O): 0.00, atom 7 (O): -0.09, atom 8 (O): 0.01, atom 9 (N): 0.07, atom 10 (N): 0.04, atom 11 (C): -0.17, atom 12 (C): -0.28, atom 13 (C): -0.26, atom 14 (C): -0.15, atom 15 (C): -0.19, atom 16 (H): 0.08, atom 17 (H): 0.10, atom 18 (H): 0.12, atom 19 (H): -0.03, atom 20 (H): 0.11, atom 21 (H): 0.10, atom 22 (H): 0.12, atom 23 (H): 0.02, atom 24 (H): 0.03, atom 25 (H): -0.07, atom 26 (H): 0.01, atom 27 (H): 0.05, atom 28 (H): -0.02, atom 29 (H): 0.05, atom 30 (H): -0.05, atom 31 (H): 0.05, atom 32 (H): 0.11, atom 33 (H): 0.04, atom 34 (H): 0.13, atom 35 (H): 0.13, atom 36 (H): 0.14, atom 37 (H): -0.01, atom 38 (H): 0.12, atom 39 (H): 0.03

=====

energy relative to the best compared isomer or geometry (same formula, charge and spin) of number 2 (C5H24N2O6)?
362.6 kJ/mol

=====

total energy of number 2 (C5H24N2O6)?
-20836.849 eV